Formula: C4H10O
Source: the Open Molecules 2025 dataset
Level of theory: ωB97M-V with the def2-TZVPD basis set

Electronic energy, eV: -6354.016
2S+1: 1
Kohn-Sham gap (alpha / beta), eV: 8.3181 / 7.9332
Relative energy (zero: lowest compared OMol25 entry of this formula, charge and spin), eV: 3.787

```
15
Properties=species:S:1:pos:R:3:forces:R:3:nbo_charge:R:1
C -0.630 -0.735 -1.898 0.221 -0.328 -0.457 -0.2138
O -1.102 -0.383 -0.725 -0.698 0.582 -0.307 -0.3576
C -0.698 -0.731 0.448 0.417 -0.424 0.815 0.1146
C 1.816 0.981 -0.223 0.024 0.025 -0.041 -0.8611
C -1.297 -0.061 1.632 -0.024 0.021 -0.023 -0.6752
H 1.144 0.633 -1.017 0.184 0.095 0.175 0.2189
H -1.218 -0.398 -2.737 0.077 -0.049 0.100 0.1755
H 0.111 -1.525 -1.941 -0.095 0.092 -0.033 0.1543
H 0.118 -1.447 0.507 -0.116 0.085 0.020 0.1526
H 1.266 1.615 0.478 0.091 -0.090 -0.108 0.2095
H 2.627 1.557 -0.674 -0.096 -0.065 0.077 0.2129
H 2.236 0.127 0.315 -0.048 0.138 -0.079 0.2072
H -0.551 0.523 2.191 -0.095 -0.080 -0.081 0.2150
H -1.735 -0.781 2.336 0.064 0.098 -0.101 0.2181
H -2.086 0.624 1.308 0.095 -0.100 0.041 0.2291
```
Forces are in eV/Å.

Formula: C4H10O
Source: the Open Molecules 2025 dataset
Level of theory: ωB97M-V with the def2-TZVPD basis set

Electronic energy, eV: -6357.415
2S+1: 1
SMILES: CC[C@H](C)O
Kohn-Sham gap, eV: 11.1500
Relative energy (zero: lowest compared OMol25 entry of this formula, charge and spin), eV: 0.388

```
15
Properties=species:S:1:pos:R:3:forces:R:3:nbo_charge:R:1
C 0.483 -0.682 -1.601 -0.015 0.311 -1.341 -0.6231
C 0.983 -0.564 -0.198 1.448 -0.876 1.695 -0.4144
C 0.044 0.171 0.784 -0.027 -0.796 -1.243 0.0930
C -1.363 -0.375 0.769 -1.571 0.037 0.329 -0.6286
O -0.128 1.491 0.366 -0.643 1.134 -0.073 -0.7253
H 1.236 -1.142 -2.280 -0.443 0.223 0.534 0.2130
H 0.248 0.326 -2.040 0.031 -0.909 0.464 0.2170
H -0.412 -1.312 -1.623 0.092 0.185 -0.239 0.2065
H 1.971 -0.040 -0.174 -0.643 -0.177 -0.050 0.1928
H 1.238 -1.586 0.257 -0.505 1.159 -0.689 0.2006
H 0.481 0.104 1.778 -0.032 0.066 0.290 0.1588
H -2.043 0.256 1.404 0.754 -0.491 -0.477 0.2221
H -1.856 -0.413 -0.233 0.742 0.252 0.623 0.2143
H -1.412 -1.383 1.164 0.101 -0.274 0.148 0.2067
H 0.692 1.964 0.301 0.712 0.155 0.030 0.4667
```
Forces are in eV/Å.

Formula: C4H10O
Source: the Open Molecules 2025 dataset
Level of theory: ωB97M-V with the def2-TZVPD basis set

Electronic energy, eV: -6356.532
2S+1: 1
SMILES: C=C(C)C.O
Kohn-Sham gap, eV: 9.8194
Relative energy (zero: lowest compared OMol25 entry of this formula, charge and spin), eV: 1.271

```
15
Properties=species:S:1:pos:R:3:forces:R:3:nbo_charge:R:1
C 1.092 -0.550 0.351 0.211 0.056 -0.816 -0.3507
C 0.130 0.066 -0.343 0.690 -0.223 -0.549 -0.0711
C -0.909 -0.719 -1.102 -0.035 -0.079 -0.126 -0.6418
C 0.209 1.547 -0.612 0.030 0.112 -0.071 -0.6423
H 1.885 -0.009 0.859 -0.147 -0.006 -0.177 0.2101
H 1.109 -1.631 0.483 -0.073 0.174 -0.116 0.1927
H -1.900 -0.249 -1.124 0.224 0.030 0.115 0.2137
H -1.022 -1.737 -0.712 0.068 0.167 -0.055 0.2139
H -0.568 -0.798 -2.140 -0.185 -0.045 -0.023 0.2196
H 0.647 1.672 -1.609 -0.082 0.175 0.037 0.2187
H -0.762 2.055 -0.621 0.091 -0.213 0.053 0.2128
H 0.858 2.059 0.105 -0.087 -0.125 -0.109 0.2215
O -0.095 -0.346 2.444 -0.887 0.114 0.730 -0.9416
H -0.395 -0.069 1.553 0.245 -0.292 1.022 0.4838
H -0.279 -1.292 2.467 -0.062 0.154 0.087 0.4608
```
Forces are in eV/Å.

Formula: C4H10O
Source: the Open Molecules 2025 dataset
Level of theory: ωB97M-V with the def2-TZVPD basis set

Electronic energy, eV: -6355.582
2S+1: 1
SMILES: C=CCC.O
Kohn-Sham gap, eV: 9.8467
Relative energy (zero: lowest compared OMol25 entry of this formula, charge and spin), eV: 2.221

```
15
Properties=species:S:1:pos:R:3:forces:R:3:nbo_charge:R:1
C -0.415 0.876 -2.525 -0.514 -1.195 1.731 -0.4365
C 0.523 0.285 -1.762 0.418 0.098 -0.161 -0.1351
C 0.311 -0.255 -0.353 -1.202 1.924 -1.014 -0.4519
C 1.401 0.104 0.618 0.626 -0.363 -0.765 -0.6251
H -0.510 0.530 -3.548 0.403 1.484 -0.492 0.2184
H -1.252 1.289 -1.941 -0.340 -0.632 -0.804 0.1825
H 1.532 0.264 -2.184 -0.128 -1.202 -0.159 0.1837
H 0.078 -1.325 -0.366 0.332 0.141 -0.341 0.2267
H -0.648 0.228 -0.090 0.101 -0.331 0.381 0.1972
H 2.335 0.182 0.051 0.079 -0.036 0.160 0.2071
H 1.517 -0.767 1.254 0.168 0.580 0.960 0.2187
H 1.238 1.098 1.043 0.028 -0.471 0.532 0.2135
O -1.624 -0.871 2.974 1.256 1.688 0.283 -0.9153
H -1.285 -0.335 3.717 -0.740 -0.910 0.661 0.4585
H -1.134 -0.295 2.360 -0.486 -0.777 -0.972 0.4575
```
Forces are in eV/Å.

Formula: C4H10O
Source: the Open Molecules 2025 dataset
Level of theory: ωB97M-V with the def2-TZVPD basis set

Electronic energy, eV: -6357.529
2S+1: 1
SMILES: CC(C)CO
Kohn-Sham gap, eV: 11.3227
Relative energy (zero: lowest compared OMol25 entry of this formula, charge and spin), eV: 0.274

```
15
Properties=species:S:1:pos:R:3:forces:R:3:nbo_charge:R:1
C -1.682 -0.795 0.013 -0.529 0.095 -0.291 -0.6033
C -0.436 0.006 -0.347 -0.268 -0.088 -0.583 -0.2432
C -0.567 1.435 0.129 -0.348 0.338 0.056 -0.6058
C 0.777 -0.660 0.248 -0.044 -0.232 -0.449 -0.0538
O 1.944 0.025 -0.192 0.948 -0.437 0.938 -0.7248
H -1.664 -1.813 -0.410 -0.032 0.366 0.152 0.2094
H -1.804 -0.869 1.098 0.072 -0.046 -0.024 0.2000
H -2.575 -0.260 -0.365 0.351 -0.408 0.115 0.2122
H -0.334 0.006 -1.449 0.063 -0.028 0.363 0.2007
H -0.724 1.458 1.209 0.144 0.026 0.125 0.1954
H -1.443 1.918 -0.309 -0.012 -0.048 -0.098 0.2051
H 0.297 2.039 -0.125 0.183 -0.001 0.052 0.2255
H 0.793 -1.712 -0.078 0.123 0.125 0.144 0.1583
H 0.659 -0.628 1.331 0.216 -0.031 0.278 0.1546
H 2.694 -0.258 0.382 -0.868 0.368 -0.780 0.4698
```
Forces are in eV/Å.

Formula: C4H10O
Source: the Open Molecules 2025 dataset
Level of theory: ωB97M-V with the def2-TZVPD basis set

Electronic energy, eV: -6355.036
2S+1: 1
Kohn-Sham gap, eV: 9.3966
Relative energy (zero: lowest compared OMol25 entry of this formula, charge and spin), eV: 2.767

```
15
Properties=species:S:1:pos:R:3:forces:R:3:nbo_charge:R:1
C -1.313 -0.916 1.129 -0.072 -0.108 0.010 -0.5972
C -0.666 0.464 0.969 0.089 -0.035 -0.040 -0.5726
C 0.827 0.288 0.958 -0.235 0.236 0.296 0.2625
C 0.773 -0.051 -2.377 -0.012 -0.005 -0.012 -0.8688
O 1.346 1.146 1.812 0.159 -0.149 -0.149 -0.6532
H -1.021 -1.372 2.080 -0.069 0.054 -0.133 0.2054
H -0.988 -1.583 0.325 -0.057 0.090 0.122 0.2179
H -2.405 -0.846 1.107 0.150 0.012 -0.005 0.2124
H -0.932 0.867 -0.020 0.095 -0.055 0.142 0.2388
H -1.014 1.177 1.731 0.095 -0.099 -0.071 0.2007
H 1.035 -0.277 -1.339 -0.037 0.014 -0.272 0.2362
H 0.597 -0.978 -2.928 0.027 0.128 0.046 0.2095
H -0.136 0.559 -2.399 0.139 -0.092 -0.030 0.2011
H 1.590 0.504 -2.845 -0.119 -0.081 0.032 0.2094
H 2.307 1.017 1.796 -0.153 0.091 0.064 0.4979
```
Forces are in eV/Å.

Formula: C4H10O
Source: the Open Molecules 2025 dataset
Level of theory: ωB97M-V with the def2-TZVPD basis set

Electronic energy, eV: -6353.346
2S+1: 1
Kohn-Sham gap, eV: 9.0288
Relative energy (zero: lowest compared OMol25 entry of this formula, charge and spin), eV: 4.457

```
15
Properties=species:S:1:pos:R:3:forces:R:3:nbo_charge:R:1
C -1.122 1.505 -0.314 0.157 -0.039 0.065 -0.2852
C 0.176 1.120 -0.018 -0.032 0.220 -0.026 -0.5269
C 0.096 -0.906 0.020 0.014 -0.233 -0.036 0.3197
C 1.555 -1.281 -0.069 0.065 0.069 0.052 -0.6647
O -0.532 -1.226 1.074 -0.152 0.152 -0.271 -0.6286
H -2.033 0.286 0.472 -0.169 0.090 -0.024 -0.0891
H -1.459 1.461 -1.351 -0.014 -0.086 0.244 0.2063
H -1.717 2.155 0.320 0.131 -0.227 0.046 0.2171
H 0.916 1.160 -0.812 -0.150 -0.194 0.039 0.2295
H 0.540 1.325 0.988 0.074 -0.028 -0.203 0.2186
H -0.460 -0.995 -0.936 0.124 0.035 0.076 0.1257
H 2.041 -0.853 -0.951 -0.081 -0.020 0.158 0.2089
H 2.088 -0.996 0.841 -0.039 0.003 -0.099 0.2256
H 1.589 -2.374 -0.154 0.050 0.165 0.031 0.2306
H -1.678 -0.380 0.889 0.022 0.093 -0.051 0.2124
```
Forces are in eV/Å.

Formula: C4H10O
Source: the Open Molecules 2025 dataset
Level of theory: ωB97M-V with the def2-TZVPD basis set

Electronic energy, eV: -6357.465
2S+1: 1
SMILES: CC[C@@H](C)O
Kohn-Sham gap, eV: 11.2436
Relative energy (zero: lowest compared OMol25 entry of this formula, charge and spin), eV: 0.338

```
15
Properties=species:S:1:pos:R:3:forces:R:3:nbo_charge:R:1
C 1.993 0.140 0.014 0.039 0.001 -0.011 -0.6086
C 0.706 -0.691 -0.024 -0.047 0.009 0.016 -0.4097
C -0.512 0.229 -0.201 0.074 -0.251 -0.262 0.0974
C -1.910 -0.398 -0.026 0.000 -0.017 0.034 -0.6365
O -0.344 1.285 0.741 -0.214 0.285 -0.041 -0.7277
H 1.913 0.893 0.801 0.132 -0.143 -0.112 0.2280
H 2.149 0.671 -0.933 -0.045 -0.107 0.126 0.1973
H 2.879 -0.473 0.206 -0.167 -0.004 -0.064 0.2057
H 0.753 -1.418 -0.847 -0.162 0.142 0.147 0.2034
H 0.611 -1.272 0.904 -0.077 0.152 -0.088 0.1999
H -0.439 0.642 -1.221 -0.038 0.045 0.162 0.1492
H -2.402 -0.622 -0.981 0.241 -0.070 0.162 0.2105
H -1.904 -1.304 0.591 0.117 0.117 -0.111 0.2121
H -2.543 0.331 0.497 0.082 -0.166 -0.155 0.2131
H -0.950 1.986 0.478 0.062 0.006 0.196 0.4659
```
Forces are in eV/Å.

Formula: C4H10O
Source: the Open Molecules 2025 dataset
Level of theory: ωB97M-V with the def2-TZVPD basis set

Electronic energy, eV: -6345.647
2S+1: 2
Kohn-Sham gap (alpha / beta), eV: 10.6489 / 6.7821
Relative energy (zero: lowest compared OMol25 entry of this formula, charge and spin), eV: 2.677
Total charge: +1
⟨S²⟩: 0.75

```
15
Properties=species:S:1:pos:R:3:forces:R:3:nbo_charge:R:1
C -0.157 -2.088 -0.198 2.952 0.057 0.749 -0.7259
C -0.208 -0.593 -0.299 -4.048 -1.753 1.436 0.3055
C 0.673 0.001 -1.181 0.765 2.030 -0.546 -0.0963
C -1.296 0.098 0.585 1.606 -2.401 1.304 -0.6908
H -0.396 -2.569 0.748 -1.133 0.449 -0.058 0.2753
H 0.973 -2.229 -0.137 -0.621 -0.054 -0.348 0.2791
H -0.371 -2.754 -1.046 -0.354 0.637 -0.155 0.3187
H 0.711 1.114 -1.244 -0.105 -1.035 -0.388 0.2449
H 1.391 -0.592 -1.739 -0.134 0.016 -0.059 0.2333
H -1.324 1.132 0.554 0.619 1.979 -0.304 0.2387
H -0.885 -0.199 1.702 -1.511 0.519 -2.467 0.2950
H -2.389 -0.140 0.389 1.540 -0.943 0.310 0.3025
H 1.176 1.500 0.405 1.389 -6.114 -2.059 0.4726
H 0.102 2.620 1.096 -1.531 -0.519 0.332 0.5286
O 0.863 2.221 0.749 0.565 7.132 2.252 -0.9810
```
Forces are in eV/Å.

Formula: C4H10O2
Source: the Open Molecules 2025 dataset
Level of theory: ωB97M-V with the def2-TZVPD basis set

Electronic energy, eV: -8402.789
2S+1: 2
Kohn-Sham gap (alpha / beta), eV: 2.8762 / 6.3095
Relative energy (zero: lowest compared OMol25 entry of this formula, charge and spin), eV: 1.495
Total charge: -1
⟨S²⟩: 0.75

```
16
Properties=species:S:1:pos:R:3:forces:R:3:nbo_charge:R:1
C -0.418 1.164 1.066 0.832 1.253 0.090 -0.0705
O -1.653 0.766 0.514 -0.227 -0.387 1.008 -0.7126
C 0.080 0.533 2.363 -0.233 -1.261 -1.399 -0.6690
H -0.477 2.249 1.274 0.129 -0.044 -0.184 0.1220
H 0.349 1.036 0.317 -0.018 -0.208 -0.422 0.1956
H -2.217 0.713 1.299 -0.362 -0.165 -0.463 0.4430
H -0.479 0.899 3.197 0.064 0.391 0.860 0.1813
H 1.162 0.663 2.372 -0.055 0.487 0.584 0.2226
H -0.028 -0.553 2.330 -0.201 -0.073 -0.092 0.2159
O 1.956 -2.052 -1.684 0.045 0.117 -0.053 -0.8054
C 0.689 -1.849 -1.770 0.000 -0.013 0.517 0.0112
C 0.225 -0.487 -2.259 1.882 -0.171 0.361 -0.7347
H 0.057 -2.728 -1.943 -0.443 -0.001 -0.156 0.0635
H -0.819 -0.203 -2.138 -0.101 -0.261 -0.505 0.1979
H 0.832 0.234 -1.689 -0.296 0.046 0.145 0.1824
H 0.740 -0.386 -3.248 -1.016 0.290 -0.291 0.1568
```
Forces are in eV/Å.

Formula: C4H10O2
Source: the Open Molecules 2025 dataset
Level of theory: ωB97M-V with the def2-TZVPD basis set

Electronic energy, eV: -8403.090
2S+1: 1
Kohn-Sham gap, eV: 9.7935
Relative energy (zero: lowest compared OMol25 entry of this formula, charge and spin), eV: 2.458

```
16
Properties=species:S:1:pos:R:3:forces:R:3:nbo_charge:R:1
C 2.475 -0.264 -1.021 -0.124 0.045 0.102 -0.2545
O 1.511 0.619 -0.448 -0.022 -0.182 0.492 -0.7400
H 0.364 0.390 -0.882 -0.690 -0.110 0.057 0.4414
H 3.377 -0.262 -0.407 -0.037 -0.015 -0.041 0.1890
H 2.721 0.090 -2.022 -0.018 -0.011 0.054 0.1873
H 2.091 -1.288 -1.087 0.010 0.055 0.011 0.1724
C -2.180 0.456 1.401 0.022 0.053 0.078 -0.6976
C -0.938 -0.029 0.706 0.454 0.236 0.257 0.5784
C -0.918 -0.264 -0.696 0.616 0.101 -0.160 -0.8652
O 0.127 -0.109 1.401 -0.572 -0.048 -0.170 -0.6862
H 1.108 0.239 0.530 0.253 0.079 -0.687 0.5106
H -1.928 1.196 2.161 0.036 -0.074 -0.017 0.2336
H -2.902 0.876 0.703 0.041 -0.078 -0.027 0.2223
H -2.644 -0.396 1.904 0.009 0.017 -0.033 0.2419
H -0.437 -1.193 -0.996 -0.009 -0.102 0.061 0.2448
H -1.827 -0.059 -1.249 0.030 0.036 0.022 0.2217
```
Forces are in eV/Å.

Formula: C4H10O2
Source: the Open Molecules 2025 dataset
Level of theory: ωB97M-V with the def2-TZVPD basis set

Electronic energy, eV: -8404.499
2S+1: 1
SMILES: CC[C@@H](O)CO
Kohn-Sham gap, eV: 11.0722
Relative energy (zero: lowest compared OMol25 entry of this formula, charge and spin), eV: 1.048

```
16
Properties=species:S:1:pos:R:3:forces:R:3:nbo_charge:R:1
C 1.048 1.698 -0.961 -0.033 0.020 0.003 -0.6022
C 0.900 0.672 0.164 -0.028 -0.019 0.151 -0.4176
C -0.369 -0.169 0.099 -0.193 0.329 0.546 0.1024
O -0.692 -0.503 -1.226 -0.166 -0.093 -0.167 -0.7223
C -0.392 -1.464 0.897 0.226 0.212 0.099 -0.0960
O -1.738 -1.896 0.704 -0.258 0.021 0.436 -0.7157
H 1.961 2.287 -0.815 -0.173 -0.092 -0.005 0.2079
H 1.114 1.209 -1.938 -0.054 0.043 0.199 0.2220
H 0.200 2.390 -0.991 0.083 -0.092 0.018 0.2050
H 1.788 0.023 0.170 -0.256 -0.021 -0.043 0.2035
H 0.879 1.175 1.137 0.141 0.019 -0.070 0.2050
H -1.270 0.366 0.585 1.183 0.256 -0.682 0.1083
H -1.336 -1.224 -1.106 0.149 0.165 -0.479 0.4816
H -0.185 -1.292 1.960 0.041 -0.016 -0.060 0.1690
H 0.294 -2.230 0.512 -0.228 0.212 -0.031 0.1911
H -2.201 -1.040 0.809 -0.435 -0.944 0.084 0.4582
```
Forces are in eV/Å.

Repeat the second record exactly.
Formula: C4H10O
Source: the Open Molecules 2025 dataset
Level of theory: ωB97M-V with the def2-TZVPD basis set

Electronic energy, eV: -6357.415
2S+1: 1
SMILES: CC[C@H](C)O
Kohn-Sham gap, eV: 11.1500
Relative energy (zero: lowest compared OMol25 entry of this formula, charge and spin), eV: 0.388

```
15
Properties=species:S:1:pos:R:3:forces:R:3:nbo_charge:R:1
C 0.483 -0.682 -1.601 -0.015 0.311 -1.341 -0.6231
C 0.983 -0.564 -0.198 1.448 -0.876 1.695 -0.4144
C 0.044 0.171 0.784 -0.027 -0.796 -1.243 0.0930
C -1.363 -0.375 0.769 -1.571 0.037 0.329 -0.6286
O -0.128 1.491 0.366 -0.643 1.134 -0.073 -0.7253
H 1.236 -1.142 -2.280 -0.443 0.223 0.534 0.2130
H 0.248 0.326 -2.040 0.031 -0.909 0.464 0.2170
H -0.412 -1.312 -1.623 0.092 0.185 -0.239 0.2065
H 1.971 -0.040 -0.174 -0.643 -0.177 -0.050 0.1928
H 1.238 -1.586 0.257 -0.505 1.159 -0.689 0.2006
H 0.481 0.104 1.778 -0.032 0.066 0.290 0.1588
H -2.043 0.256 1.404 0.754 -0.491 -0.477 0.2221
H -1.856 -0.413 -0.233 0.742 0.252 0.623 0.2143
H -1.412 -1.383 1.164 0.101 -0.274 0.148 0.2067
H 0.692 1.964 0.301 0.712 0.155 0.030 0.4667
```
Forces are in eV/Å.